# 1
The following is a DFT calculation (ωB97M-V with the def2-TZVPD basis set) of 13 unconnected molecules or ions with the total composition C19H64N12O13 at a distorted geometry.

The geometry in XYZ format:
```
108
Properties=species:S:1:pos:R:3:forces:R:3:lowdin_charge:R:1
C -3.36930 -0.58373 15.34734 0.1280 -0.5819 0.9300 -0.68
O -4.29113 0.19653 15.32299 -0.0260 0.4534 -0.6008 0.05
N -3.15264 -1.45481 16.38186 0.0045 -0.2740 0.7670 0.13
N -2.36278 -0.77704 14.44448 1.1391 0.5095 -0.7553 0.15
H -3.93325 -1.65975 16.97399 -0.3983 -0.0064 0.1747 0.10
H -2.58263 -2.24419 16.13388 -0.0346 -0.7875 0.2626 0.06
H -2.17334 0.02131 13.85918 0.0334 -0.1114 -0.1789 0.10
H -1.52011 -1.24598 14.82193 -0.8998 0.6078 -0.6278 0.12
C -8.51225 -0.98104 20.77136 0.4754 0.8006 -0.1853 -0.61
O -8.32485 0.24497 20.98920 -0.3030 -0.4844 0.1356 -0.06
N -7.49226 -1.69487 20.24639 -0.0916 1.9106 0.4446 0.21
N -9.71752 -1.56834 21.01481 0.6204 0.2480 -0.0383 0.18
H -7.53734 -2.65488 20.10270 -0.0746 -1.8929 -0.2794 0.04
H -6.61608 -1.18844 20.08928 -0.2670 -0.4558 0.0473 0.08
H -10.40363 -0.95158 21.45982 0.1228 -0.4229 -0.0472 0.08
H -9.75276 -2.56778 21.09768 -0.2183 -0.0262 -0.0443 0.10
C -5.56959 0.17975 23.28682 -0.8843 1.0076 -0.0868 -0.65
O -4.60481 0.05891 24.05941 0.3247 -0.1999 -0.9387 -0.02
N -6.77222 -0.33780 23.63790 0.8942 -1.4691 2.0822 0.17
N -5.60295 0.92118 22.12929 1.3216 -0.4846 1.1773 0.20
H -7.61328 -0.10159 23.17152 -0.6669 0.0506 -0.4265 0.07
H -6.73692 -0.86437 24.54243 -0.4805 0.9877 -1.4985 0.14
H -4.70848 1.08267 21.70316 -0.0350 0.2953 -0.0324 0.05
H -6.35587 0.82080 21.48295 -0.7445 -0.1958 -0.2786 0.06
C -4.99100 2.98728 19.07835 -0.5716 0.3258 -0.2774 -0.59
O -4.48274 2.00815 19.65047 -0.1960 0.4022 -0.1682 -0.04
N -6.04863 2.80152 18.18854 0.1572 1.1243 -0.9308 0.15
N -4.59764 4.27134 19.32938 1.1766 -2.1400 0.7220 0.18
H -6.22003 1.84670 17.90853 0.1903 0.0433 0.1556 0.10
H -6.25557 3.48641 17.41651 0.5734 -0.9879 1.5230 0.12
H -5.08272 5.04629 18.99372 -0.8768 1.0494 -0.5940 0.08
H -3.89546 4.39340 20.08850 -0.6425 -0.1077 -0.5564 0.07
C -1.63657 -4.41424 17.74512 0.7978 -0.9747 -0.9183 -0.64
O -1.81953 -4.24464 16.53180 0.1821 0.0963 0.7347 -0.01
N -1.03822 -5.55804 18.27434 -1.3194 1.8996 2.2421 0.17
N -1.89801 -3.45746 18.66524 -0.7821 1.5264 -1.7065 0.18
H -1.30137 -5.79577 19.24112 0.3254 0.3563 -0.4840 0.08
H -0.76475 -6.32174 17.74886 0.2008 -1.2091 -1.6855 0.07
H -2.23583 -2.53762 18.31799 0.3978 -1.3078 0.6719 0.09
H -1.89356 -3.65085 19.62616 0.1207 -0.2076 1.3284 0.04
C -2.84569 3.58220 22.42025 2.5528 -0.6150 2.3350 -0.62
O -3.01025 4.40407 21.55900 -0.8085 1.5111 -0.6840 0.03
N -2.61304 3.93012 23.77010 -0.5374 -0.1024 -1.0345 0.14
N -2.57653 2.27457 22.07972 -0.0690 0.2276 2.1764 0.17
H -2.46162 4.90703 24.03499 -0.2254 -0.8254 -0.5030 0.11
H -2.27440 3.21865 24.39640 -0.0578 0.1447 -0.0320 0.08
H -2.97593 2.11949 21.19155 -0.4329 -0.8707 -1.2139 0.03
H -2.60895 1.54615 22.81027 -0.2446 0.5388 -0.8503 0.11
C -3.82161 -1.51559 20.71327 1.7499 0.1970 -0.2581 -0.14
O -4.69147 -0.96009 19.75451 -0.2746 -0.1630 -0.1350 -0.14
H -2.77409 -1.02536 20.74658 -1.7586 -0.4794 -0.0621 0.11
H -4.27181 -1.53842 21.69981 -0.0337 0.1043 0.2358 0.06
H -3.65658 -2.52475 20.36930 0.1685 -0.5744 0.3084 0.05
H -4.38037 -0.09166 19.51883 0.1102 0.9437 -0.2432 0.03
C -5.38658 -5.17572 18.19238 0.3358 -0.7311 0.5254 -0.08
C -6.78281 -4.62186 18.32124 0.1063 -0.6507 -1.6013 -0.35
O -7.34548 -4.78151 19.57373 -1.0083 0.8266 1.6240 -0.08
H -5.39527 -6.30201 18.27803 0.1662 1.1431 0.1161 0.10
H -4.75547 -4.70239 18.95805 -0.0302 -0.4214 0.0670 0.06
H -4.89823 -4.92310 17.25858 -0.1803 0.0080 -0.3853 0.07
H -7.45887 -5.13146 17.62567 0.1756 0.1451 -0.3445 0.11
H -6.79612 -3.56625 18.07668 0.0014 0.3148 -0.0074 0.10
H -6.94729 -5.45339 20.11444 0.4945 -0.4754 -0.0102 0.08
C 0.91558 -2.99001 20.79694 1.0596 0.0995 -1.0317 -0.09
C 0.03907 -2.22779 21.78391 0.0864 0.3287 -0.9353 -0.28
O -1.02244 -3.06572 22.21360 -0.0896 -0.6844 0.1975 -0.13
H 1.73589 -2.39743 20.29858 -0.9173 0.0023 0.8426 0.09
H 0.39124 -3.41058 19.93398 -0.4660 0.2269 0.2704 0.05
H 1.43933 -3.83071 21.21442 0.1336 -0.4284 0.6715 0.06
H -0.41602 -1.42195 21.18778 0.2793 0.3277 0.4759 0.10
H 0.64441 -1.83362 22.62905 -0.4767 -0.1734 -0.4228 0.12
H -1.62103 -2.65624 22.87161 0.3277 0.2155 -0.0613 0.05
C -3.50951 -6.75840 22.80383 0.6995 0.0792 0.0796 -0.08
C -3.41142 -5.73260 21.67448 0.9373 2.7001 1.3698 -0.29
O -2.06766 -5.46006 21.19607 0.0959 -0.0129 0.5599 -0.14
H -4.52408 -6.93070 23.18912 0.0181 -0.0187 -0.6832 0.07
H -2.98253 -6.42241 23.70067 0.3990 -0.1490 -0.2091 0.06
H -3.06173 -7.69781 22.39203 -0.4071 0.6071 0.7077 0.09
H -3.83275 -4.68076 21.87083 0.0403 -1.6648 0.2265 0.13
H -3.92607 -6.14087 20.87306 -0.9964 -0.5668 -1.8353 0.06
H -1.63855 -4.69701 21.68247 -0.6517 -0.8204 -0.3255 0.06
C -12.54032 1.91360 23.06299 0.5870 -1.7571 0.6934 -0.08
C -11.10764 1.43084 23.25716 1.1407 -0.0536 -0.6213 -0.28
O -10.77802 0.79239 22.00151 -0.4691 0.1454 0.3481 -0.15
H -12.53056 2.57148 22.23475 -0.1973 0.8480 -0.7106 0.06
H -12.99912 2.33105 23.93761 -0.0930 0.4378 0.4552 0.06
H -13.11007 1.02151 22.78673 -0.1455 0.1736 -0.0500 0.08
H -10.90449 0.67854 24.05787 -0.6251 0.6776 -0.2394 0.11
H -10.38910 2.27188 23.39779 -0.5806 -0.3956 0.1274 0.12
H -9.85447 0.92636 21.73258 0.2807 0.0626 0.0368 0.04
C -0.24539 2.05255 18.57311 -1.7482 -0.4753 -0.7745 -0.06
C -1.69517 1.44627 18.32114 0.4261 0.2558 1.1516 -0.26
O -1.82210 0.03801 18.57461 0.7915 0.5281 0.5119 -0.10
H -0.38862 3.11746 18.86099 0.4148 -0.8074 0.1118 0.08
H 0.23698 2.01640 17.61635 0.6258 0.2233 -0.5394 0.04
H 0.37208 1.43800 19.24023 -0.5042 0.4051 0.2473 0.07
H -2.10279 1.68249 17.31466 0.4078 0.0235 0.5337 0.12
H -2.36975 1.84487 19.06982 -0.0052 0.6330 -0.2489 0.06
H -1.98594 -0.36872 17.73941 -0.2899 -0.7476 -0.9667 0.01
C -1.67366 -3.08611 25.88335 -0.6859 -1.2646 1.1701 -0.09
C -2.65111 -2.04248 25.55184 -0.2056 0.4866 -0.4785 -0.32
O -2.74563 -2.10039 24.13077 -1.5456 0.3965 -0.1142 -0.12
H -0.72440 -3.03691 25.39522 0.7409 0.5369 0.0282 0.07
H -2.12851 -3.98661 25.50017 -0.0541 -0.6339 -0.1142 0.07
H -1.65914 -3.22365 26.96230 0.6905 0.0400 0.1234 0.08
H -2.37798 -1.03415 25.81800 0.3286 0.4370 0.3310 0.11
H -3.62064 -2.23638 26.05203 0.3032 -0.0743 -0.4162 0.13
H -3.59213 -1.63914 23.96754 0.4667 0.2678 -0.5758 0.05
```
Positions in Å, forces in eV/Å.

The relative energy (zero: lowest compared OMol25 entry of this formula, charge and spin) comes out at 0.000 eV. As for the net charge: 0. For the LUMO energy, the calculation gives 0.01662 Ha.



# 2
The following is a DFT calculation (ωB97M-V with the def2-TZVPD basis set) of 13 unconnected molecules or ions with the total composition C19H64N14O19 at a distorted geometry.

The geometry in XYZ format:
```
116
Properties=species:S:1:pos:R:3:forces:R:3:lowdin_charge:R:1
C 15.54587 26.03860 -1.81924 -0.5377 -1.0840 -0.2793 -0.23
C 15.29532 24.59084 -2.19965 -0.1897 -0.9698 -0.2231 -0.23
O 16.18362 23.70055 -1.49722 0.3400 0.5971 -0.1834 -0.08
O 14.71457 26.40143 -0.72337 0.7548 0.1312 0.2214 -0.08
H 15.33633 26.68024 -2.67721 -0.1273 0.0874 0.0030 0.11
H 16.62532 26.06437 -1.64248 -0.0591 0.4006 0.4942 0.12
H 15.41072 24.49353 -3.28605 0.2824 -0.0953 0.0036 0.11
H 14.30666 24.19094 -1.96282 -0.4017 0.8823 -0.0586 0.12
H 15.80495 22.82100 -1.54764 0.0248 -0.0558 0.0557 0.07
H 15.29718 26.84592 -0.09042 -0.0887 0.2209 0.1526 0.03
C 12.81739 25.69315 2.61526 1.9039 -1.0568 -0.4690 -0.21
C 12.48068 26.94690 1.85204 -0.9621 -0.8517 -0.4293 -0.22
O 13.61878 27.79385 1.82760 -0.4170 0.2687 -0.0198 -0.09
O 13.72391 24.84970 1.84797 -0.3829 0.5206 -0.0127 -0.09
H 12.00993 25.00985 2.87038 -0.4636 0.5856 0.0427 0.12
H 13.40809 25.92494 3.50914 -0.5461 0.3222 0.3020 0.11
H 11.55413 27.37628 2.24733 0.3823 0.5769 0.2931 0.12
H 12.22665 26.67374 0.82243 0.0584 -0.1057 0.0050 0.13
H 13.51607 28.40235 1.07972 -0.0123 0.0600 0.0953 0.09
H 14.07090 25.40158 1.13345 0.1339 -0.2653 -0.1895 0.04
C 21.89025 30.42286 -0.05949 -0.7371 -1.2042 -0.7236 -0.21
C 20.76042 29.48494 0.36969 -0.2106 0.8465 1.3678 -0.24
O 19.50877 30.06183 -0.00853 -0.3321 -0.7309 -0.4446 -0.10
O 21.84622 30.59167 -1.47962 0.2276 0.3905 0.5311 -0.06
H 22.85166 29.97934 0.19338 0.0986 0.3702 0.2296 0.13
H 21.67084 31.37894 0.42148 0.5832 0.0191 0.2938 0.12
H 20.75211 29.41047 1.46888 0.3534 0.2978 0.1139 0.11
H 20.82166 28.43203 0.09338 -0.0420 0.2580 -0.9893 0.13
H 19.54235 31.01761 0.09027 0.1974 -0.0209 0.2719 0.07
H 21.33181 31.39344 -1.60211 0.0335 -0.0647 -0.5114 0.08
C 11.30408 31.89277 2.03368 -1.1729 -0.8839 -0.7340 -0.25
C 11.44099 30.37931 1.78012 0.6997 -0.0739 -0.1000 -0.25
O 11.52909 30.01190 0.40819 0.0562 0.3329 0.1557 -0.09
O 12.39621 32.60109 1.51394 0.3238 0.1786 0.6998 -0.08
H 11.16734 32.03234 3.10863 0.4848 0.2445 0.0787 0.11
H 10.37496 32.24898 1.57549 -0.0374 -0.0027 -0.0855 0.12
H 10.64912 29.74496 2.18301 -0.3143 0.4887 0.2035 0.11
H 12.35716 30.07395 2.30604 0.0774 -0.0301 -0.0278 0.10
H 12.31178 30.46291 0.03739 -0.1922 -0.2044 0.1007 0.03
H 12.23549 32.82148 0.58753 -0.1854 0.0729 -0.0241 0.04
C 18.12970 29.01103 -3.03628 0.7431 0.7262 1.1401 -0.23
C 19.63540 29.16298 -3.25045 -0.5796 -1.9570 0.6505 -0.22
O 20.09261 28.18227 -4.21293 -0.1869 1.2265 -0.8586 -0.07
O 17.34477 29.77205 -3.93728 -0.3460 -0.1204 -0.0653 -0.06
H 17.90757 29.45055 -2.05994 0.2395 0.1353 -0.1937 0.07
H 17.84547 27.97338 -2.83923 -0.1209 -0.2017 -0.9660 0.12
H 20.17582 28.80326 -2.37475 -0.3551 0.8352 0.5189 0.10
H 19.83942 30.21364 -3.45259 0.3626 -0.1216 -0.3784 0.12
H 20.73086 28.64205 -4.76837 0.0503 -0.3239 -0.1270 0.08
H 17.57673 29.62658 -4.85893 0.1810 -0.3666 0.0711 0.10
C 13.89876 30.25897 -4.83570 1.0426 0.2396 0.4079 -0.26
C 12.43749 29.87246 -4.95961 0.5599 -0.0529 -0.1694 -0.24
O 11.91433 30.38518 -6.18861 -0.0847 -0.2052 0.3914 -0.07
O 14.30574 30.03123 -3.50437 -0.8638 -0.1439 0.6028 -0.07
H 14.04729 31.30788 -5.12715 -0.1646 0.1506 0.0462 0.11
H 14.52475 29.67272 -5.51459 -0.1664 -0.0809 -0.2285 0.12
H 11.87693 30.24483 -4.10090 0.0422 -0.0801 0.0769 0.10
H 12.40774 28.78397 -4.96889 -0.4415 0.0299 -0.1450 0.13
H 11.82002 31.32888 -6.03164 -0.0660 0.0334 -0.3537 0.06
H 15.21840 30.23940 -3.28536 0.2528 -0.0237 -0.6734 0.05
C 16.79964 35.15790 2.21799 1.3303 1.4321 -1.6433 -0.66
O 17.07775 36.09519 1.43970 -0.2007 -0.3214 0.5070 -0.04
N 17.64379 34.76861 3.20550 -1.4707 0.0538 0.0258 0.16
N 15.71515 34.40643 1.98595 -0.2190 -0.9392 1.1665 0.18
H 18.58397 35.11042 3.23666 0.0176 -0.0595 0.0524 0.11
H 17.36866 33.93297 3.68958 0.6836 0.0660 0.2265 0.08
H 15.42190 33.77617 2.71566 -0.3670 -0.1164 -0.3420 0.11
H 15.06042 34.65888 1.26964 -0.4995 0.1506 -0.0700 0.05
C 11.58176 33.48194 -2.27325 -0.3067 -1.2529 -0.2013 -0.64
O 11.17930 33.54378 -1.11794 0.4008 0.3467 -0.4471 0.03
N 10.95326 32.68449 -3.19888 -0.0217 0.7352 0.9202 0.16
N 12.69153 34.09191 -2.78338 -0.0369 0.6389 0.7958 0.17
H 11.29780 32.67245 -4.13446 -0.3933 -0.4621 -0.2358 0.07
H 10.19908 32.14487 -2.81136 -0.0872 -0.1810 -0.5871 0.12
H 12.97776 33.91633 -3.72479 0.3138 -0.1050 0.0247 0.09
H 13.33286 34.43473 -2.08120 -0.0523 -0.0184 -0.2157 0.05
C 17.12067 35.91622 -3.06739 1.6796 0.0055 -0.2815 -0.69
O 17.97383 36.05295 -3.93956 -0.7059 0.0155 0.4444 0.02
N 17.39662 35.63746 -1.75624 -0.3998 0.0627 -0.4664 0.16
N 15.79455 36.03775 -3.27380 -1.4720 0.1926 -1.2142 0.16
H 18.33466 35.34435 -1.55222 -0.1195 -0.1446 0.2170 0.11
H 16.58386 35.20107 -1.35675 0.6111 -0.1657 1.0516 0.06
H 15.07897 35.97207 -2.57117 0.3497 0.1233 0.1511 0.05
H 15.48392 36.22174 -4.21194 0.1410 0.0082 0.0194 0.11
C 15.13767 31.20521 -0.45506 -0.5840 -0.1700 0.5569 -0.62
O 13.96465 30.96962 -0.21182 0.2843 -0.0409 -0.4853 0.04
N 15.63988 32.47078 -0.56680 0.5528 -0.1842 -0.3955 0.18
N 16.08047 30.23357 -0.57213 0.4539 0.2286 -0.1257 0.19
H 16.62231 32.55789 -0.39448 0.0211 0.4837 -0.2247 0.07
H 15.07222 33.28731 -0.69576 -0.3405 -0.0919 0.3787 0.07
H 15.95040 29.29439 -0.23135 -0.2805 -0.0193 0.0896 0.07
H 17.03968 30.48271 -0.74376 -0.0532 -0.0003 0.0237 0.06
C 18.74930 31.79008 3.39441 -0.9118 0.8504 0.9665 -0.67
O 19.40434 32.78221 3.70721 0.2739 -0.8012 -0.4049 0.00
N 17.84611 31.80066 2.37146 0.3360 0.0318 -0.7523 0.17
N 18.64374 30.70839 4.21856 0.5623 0.4889 -0.2001 0.16
H 17.90249 32.56948 1.72520 -0.0635 0.0008 0.0493 0.08
H 17.31932 30.98822 2.10048 -0.0061 -0.0589 -0.0358 0.09
H 18.24065 29.84952 3.89461 0.0031 -0.1523 0.3221 0.06
H 19.00512 30.91319 5.13400 0.0609 -0.7254 0.0569 0.11
C 17.03363 27.83977 1.94777 -1.3529 -1.4409 0.1142 -0.62
O 16.64610 27.86064 0.77353 0.9238 0.4665 0.0495 -0.01
N 16.13806 27.51471 2.91410 -0.3488 0.2794 -0.8433 0.18
N 18.31376 27.98651 2.37210 0.2883 0.6576 -0.0270 0.17
H 16.32337 27.61803 3.89267 -0.0844 0.0520 0.0953 0.10
H 15.17592 27.50326 2.52086 0.3834 -0.0414 0.8305 0.08
H 18.53618 27.52020 3.23126 0.3798 -0.0599 -0.0131 0.11
H 19.03341 28.16915 1.69423 -0.0635 -0.1775 -0.0142 0.07
C 13.66808 36.28567 -0.51241 0.9227 0.7470 0.6305 -0.68
O 13.52974 35.11946 -0.10536 0.6961 0.6274 -0.2422 -0.01
N 14.79045 37.03092 -0.29372 0.4495 -1.1485 0.5940 0.18
N 12.71583 36.92382 -1.20416 -1.5323 -0.4897 -0.4342 0.18
H 15.45055 36.65358 0.38437 0.4012 0.1210 -0.1742 0.06
H 14.96271 37.97611 -0.57936 -0.4439 0.0883 -0.1076 0.11
H 12.84616 37.75079 -1.75312 0.1047 0.1398 0.1886 0.11
H 11.83764 36.42527 -1.24918 0.0901 0.1223 -0.3207 0.11
```
Positions in Å, forces in eV/Å.

The relative energy (zero: lowest compared OMol25 entry of this formula, charge and spin) comes out at 0.000 eV. As for the net charge: 0. For the LUMO energy, the calculation gives -0.01242 Ha.



What is the net charge in the second record? 0